Record 1
The following is a quantum chemistry calculation of C22H27N3O4 in the gas phase, from the Open Molecules 2025 dataset.

Energy above the lowest of the compared OMol25 structures with the same formula, charge and spin ... 2.734 eV
Strongest force on any atom ... 0.6 eV/A
HOMO level ... -0.28896 Ha
SMILES ... COC(=O)c1ccc(N2CCN(C)CC2)c(NC(=O)COc2cccc(C)c2)c1
HOMO-LUMO gap ... 8.495 eV
Energy ... -35912.9566 eV
Molar mass ... 397.5 g/mol

CARTESIAN COORDINATES (ANGSTROEM)
C (-4.7663, -2.6130, 0.3027)
O (-3.4307, -2.1778, 0.1092)
C (-2.4853, -3.1399, 0.1334)
O (-2.7470, -4.3090, 0.2944)
C (-1.1281, -2.6012, -0.0402)
C (-0.0405, -3.4772, -0.0604)
C (1.2359, -2.9988, -0.2077)
C (1.5133, -1.6229, -0.3423)
N (2.8067, -1.2187, -0.5079)
C (3.2272, -0.0393, -1.2215)
C (3.8116, 1.0000, -0.2653)
N (4.9368, 0.4024, 0.4319)
C (5.6181, 1.3524, 1.2822)
C (4.5047, -0.7717, 1.1658)
C (3.9102, -1.8117, 0.2069)
C (0.4055, -0.7486, -0.2975)
N (0.5430, 0.6767, -0.2923)
C (0.3160, 1.4610, -1.3694)
O (0.3607, 1.0845, -2.5203)
C (0.0680, 2.9278, -0.9934)
O (-0.5791, 3.0781, 0.2482)
C (-1.8682, 2.6105, 0.3643)
C (-2.4722, 2.8087, 1.6042)
C (-3.7547, 2.3489, 1.8208)
C (-4.4435, 1.6887, 0.8165)
C (-3.8530, 1.4879, -0.4217)
C (-4.5619, 0.7460, -1.5121)
C (-2.5610, 1.9549, -0.6425)
C (-0.8797, -1.2383, -0.1594)
H (-5.1430, -3.0954, -0.6023)
H (-5.3479, -1.7226, 0.5287)
H (-4.8165, -3.3276, 1.1268)
H (-0.2283, -4.5362, 0.0281)
H (2.0558, -3.6983, -0.2554)
H (2.4123, 0.3590, -1.8175)
H (4.0287, -0.3442, -1.9071)
H (4.1716, 1.8611, -0.8325)
H (3.0330, 1.3449, 0.4398)
H (4.9750, 1.7446, 2.0863)
H (5.9629, 2.1877, 0.6746)
H (6.4836, 0.8702, 1.7340)
H (5.3718, -1.2017, 1.6725)
H (3.7465, -0.5164, 1.9308)
H (3.5789, -2.6741, 0.7831)
H (4.6844, -2.1239, -0.5036)
H (0.4014, 1.1174, 0.6092)
H (1.0342, 3.4300, -0.8817)
H (-0.4845, 3.4134, -1.8061)
H (-1.9204, 3.3238, 2.3745)
H (-4.2213, 2.5049, 2.7820)
H (-5.4462, 1.3306, 0.9975)
H (-4.3647, 1.1993, -2.4811)
H (-4.2020, -0.2823, -1.5449)
H (-5.6353, 0.7299, -1.3400)
H (-2.1142, 1.7858, -1.6104)
H (-1.7023, -0.5402, -0.1117)

Atom charges from the Löwdin analysis, given in e for atoms 1 to 4: -0.051 -0.063 -0.454 0.107


Record 2
The following is a quantum chemistry calculation of C22H27N5O3 in the gas phase, from the Open Molecules 2025 dataset.

Energy above the lowest of the compared OMol25 structures with the same formula, charge and spin ... 1.985 eV
Strongest force on any atom ... 1.4 eV/A
HOMO level ... -0.29928 Ha
SMILES ... COCCCNC(=O)/C(C#N)=C/c1c(N2CCCCCC2)nc2ccccn2c1=O
HOMO-LUMO gap ... 7.872 eV
Energy ... -36845.3718 eV
Molar mass ... 409.5 g/mol

CARTESIAN COORDINATES (ANGSTROEM)
C (9.0204, 0.3322, -0.1772)
O (7.6608, 0.6181, -0.3650)
C (6.9814, 0.8896, 0.8408)
C (5.5165, 1.1691, 0.5302)
C (4.8253, -0.0752, -0.0330)
N (3.4482, 0.1847, -0.3737)
C (2.4187, -0.2267, 0.3966)
O (2.5498, -0.9267, 1.3843)
C (1.0753, 0.2289, -0.0735)
C (0.9672, 0.7559, -1.3730)
N (0.9167, 1.0918, -2.4710)
C (0.0046, 0.0303, 0.7266)
C (-1.3287, 0.5310, 0.4800)
C (-2.5127, -0.1868, 0.7362)
N (-2.5784, -1.5213, 0.9406)
C (-3.8741, -2.0949, 1.2442)
C (-4.8556, -2.1518, 0.0603)
C (-4.1853, -2.2698, -1.3084)
C (-3.0950, -3.3412, -1.3906)
C (-1.7166, -2.8094, -1.0015)
C (-1.5782, -2.4644, 0.4845)
N (-3.7042, 0.4441, 0.7962)
C (-3.8056, 1.7029, 0.4754)
C (-5.0704, 2.3501, 0.5340)
C (-5.2120, 3.6382, 0.1246)
C (-4.0880, 4.3452, -0.3589)
C (-2.8823, 3.7254, -0.3867)
N (-2.7335, 2.4419, 0.0294)
C (-1.4045, 1.8912, 0.0561)
O (-0.4762, 2.6293, -0.2244)
H (9.1580, -0.5527, 0.4573)
H (9.4388, 0.1404, -1.1630)
H (9.5461, 1.1780, 0.2846)
H (7.0675, 0.0290, 1.5231)
H (7.4350, 1.7627, 1.3368)
H (5.0108, 1.4884, 1.4426)
H (5.4624, 1.9763, -0.2024)
H (4.8198, -0.8717, 0.7151)
H (5.3633, -0.4141, -0.9219)
H (3.2639, 0.8136, -1.1413)
H (0.1959, -0.4604, 1.6756)
H (-4.3240, -1.5015, 2.0428)
H (-3.6929, -3.1020, 1.6237)
H (-5.5194, -3.0044, 0.2157)
H (-5.4625, -1.2467, 0.0589)
H (-3.7536, -1.3051, -1.5837)
H (-4.9661, -2.4907, -2.0393)
H (-3.0337, -3.7026, -2.4193)
H (-3.3595, -4.1928, -0.7605)
H (-1.4975, -1.9171, -1.5934)
H (-0.9573, -3.5573, -1.2388)
H (-1.6845, -3.3723, 1.0845)
H (-0.5778, -2.0720, 0.6523)
H (-5.8953, 1.7646, 0.9044)
H (-6.1737, 4.1262, 0.1626)
H (-4.1820, 5.3632, -0.6971)
H (-1.9656, 4.1893, -0.7229)

Atom charges from the Löwdin analysis, given in e for atoms 1 to 4: -0.118 -0.197 -0.252 -0.148


Record 3
The following is a quantum chemistry calculation of C22H27NO5 in the gas phase, from the Open Molecules 2025 dataset.

Energy above the lowest of the compared OMol25 structures with the same formula, charge and spin ... 1.147 eV
Strongest force on any atom ... 0.8 eV/A
HOMO level ... -0.27773 Ha
SMILES ... CCCOC(=O)C1=C(C)NC2=C(C(=O)CCC2)[C@H]1c1cc(OC)ccc1OC
HOMO-LUMO gap ... 8.046 eV
Energy ... -34979.9790 eV
Molar mass ... 385.5 g/mol

CARTESIAN COORDINATES (ANGSTROEM)
C (0.9815, 2.2304, 3.4972)
C (2.4256, 1.8248, 3.2327)
C (2.8322, 2.0755, 1.7813)
O (2.0736, 1.2956, 0.8680)
C (2.4447, 0.0200, 0.6995)
O (3.3904, -0.4654, 1.2896)
C (1.5839, -0.6617, -0.2755)
C (1.7116, -1.9750, -0.5659)
C (2.6932, -2.9340, 0.0242)
N (0.8871, -2.5569, -1.5100)
C (0.0529, -1.8297, -2.3202)
C (-0.1468, -0.5150, -2.0911)
C (-1.0223, 0.2877, -2.9363)
O (-1.1854, 1.4817, -2.7824)
C (-1.7638, -0.4685, -4.0289)
C (-0.9421, -1.6241, -4.5802)
C (-0.5932, -2.5799, -3.4454)
C (0.4844, 0.1770, -0.8995)
C (-0.6025, 0.4588, 0.1200)
C (-1.2424, -0.6047, 0.7368)
C (-2.2699, -0.3938, 1.6461)
O (-2.9508, -1.3844, 2.3062)
C (-2.5746, -2.7155, 2.0703)
C (-2.6615, 0.9115, 1.9203)
C (-2.0289, 1.9783, 1.3125)
C (-0.9854, 1.7727, 0.4132)
O (-0.2896, 2.7689, -0.1940)
C (-0.7300, 4.0906, -0.0332)
H (0.7078, 2.0125, 4.5267)
H (0.3083, 1.6880, 2.8375)
H (0.8496, 3.2965, 3.3234)
H (2.5610, 0.7642, 3.4511)
H (3.1007, 2.3922, 3.8762)
H (3.8958, 1.8448, 1.6505)
H (2.6354, 3.1112, 1.4958)
H (3.3898, -3.2720, -0.7433)
H (3.2566, -2.4573, 0.8180)
H (2.1704, -3.8052, 0.4194)
H (1.0563, -3.5251, -1.7398)
H (-2.6906, -0.8480, -3.5876)
H (-2.0351, 0.2379, -4.8145)
H (-0.0226, -1.2364, -5.0240)
H (-1.4988, -2.1502, -5.3582)
H (-1.5080, -3.0566, -3.0757)
H (0.0729, -3.3711, -3.8006)
H (0.8821, 1.1438, -1.2191)
H (-0.9181, -1.6034, 0.4887)
H (-3.2242, -3.3228, 2.6994)
H (-2.7229, -2.9979, 1.0216)
H (-1.5305, -2.8961, 2.3489)
H (-3.4664, 1.0754, 2.6189)
H (-2.3583, 2.9762, 1.5541)
H (-1.7622, 4.2147, -0.3756)
H (-0.6481, 4.4232, 1.0084)
H (-0.0731, 4.6965, -0.6559)

Atom charges from the Löwdin analysis, given in e for atoms 1 to 4: -0.085 -0.214 -0.165 0.000


Record 4
The following is a quantum chemistry calculation of C22H27NO6 in the gas phase, from the Open Molecules 2025 dataset.

Energy above the lowest of the compared OMol25 structures with the same formula, charge and spin ... 3.854 eV
Strongest force on any atom ... 0.8 eV/A
HOMO level ... -0.29320 Ha
SMILES ... CCCOc1c(OC)cccc1[C@H]1CC(=O)Nc2cc(OC)c(OC)c(OC)c21
HOMO-LUMO gap ... 8.599 eV
Energy ... -37026.0051 eV
Molar mass ... 401.5 g/mol

CARTESIAN COORDINATES (ANGSTROEM)
C (0.1497, 3.7003, -0.9239)
C (-0.8608, 2.5860, -1.1624)
C (-0.3083, 1.2487, -0.6688)
O (-1.1655, 0.1389, -0.8907)
C (-2.1753, 0.0130, 0.0546)
C (-3.4065, 0.6539, -0.1623)
O (-3.7085, 1.3355, -1.3160)
C (-3.5202, 0.6349, -2.5320)
C (-4.3760, 0.6518, 0.8322)
C (-4.1492, -0.0121, 2.0207)
C (-2.9815, -0.7284, 2.1889)
C (-1.9870, -0.7403, 1.2157)
C (-0.8284, -1.6929, 1.4579)
C (-1.2905, -3.0996, 1.0443)
C (-1.3796, -3.2237, -0.4606)
O (-2.2749, -3.7818, -1.0550)
N (-0.3018, -2.7065, -1.1087)
C (0.6886, -1.9392, -0.5086)
C (1.8807, -1.7029, -1.1828)
C (2.8562, -0.9134, -0.5978)
O (4.0580, -0.6313, -1.1791)
C (4.3725, -1.2424, -2.4057)
C (2.6408, -0.3341, 0.6677)
O (3.6274, 0.4604, 1.2311)
C (3.8525, 1.6911, 0.5723)
C (1.4435, -0.5899, 1.3455)
O (1.0911, -0.1123, 2.5710)
C (2.0130, 0.5690, 3.3940)
C (0.4647, -1.3972, 0.7487)
H (-0.2422, 4.6491, -1.2810)
H (0.3664, 3.7975, 0.1381)
H (1.0811, 3.4930, -1.4476)
H (-1.7902, 2.8135, -0.6383)
H (-1.0861, 2.5117, -2.2276)
H (0.6104, 1.0015, -1.2103)
H (-0.0730, 1.3255, 0.4002)
H (-2.4751, 0.3665, -2.6954)
H (-3.8574, 1.3130, -3.3145)
H (-4.1275, -0.2759, -2.5486)
H (-5.2986, 1.1790, 0.6466)
H (-4.8968, 0.0001, 2.7992)
H (-2.8284, -1.2931, 3.0970)
H (-0.6293, -1.6909, 2.5340)
H (-2.2617, -3.3402, 1.4759)
H (-0.5603, -3.8377, 1.3891)
H (-0.2730, -2.8178, -2.1131)
H (2.0256, -2.1399, -2.1572)
H (5.3853, -0.9191, -2.6417)
H (4.3504, -2.3336, -2.3282)
H (3.6956, -0.9187, -3.2034)
H (2.9340, 2.2889, 0.5279)
H (4.5995, 2.2127, 1.1684)
H (4.2335, 1.5427, -0.4402)
H (1.5195, 0.6457, 4.3636)
H (2.9483, 0.0174, 3.4967)
H (2.2253, 1.5735, 3.0205)

Atom charges from the Löwdin analysis, given in e for atoms 1 to 4: -0.103 -0.216 -0.181 -0.081